No. 1
This record from OMol25 describes an isolated molecule of C23H31N5O2 at a distorted geometry. The level of theory is wB97M-V/def2-TZVPD.

Last column: Mulliken charge in e.
Geometry (Å):
C 4.917 -0.211 1.218  -1.362
C 4.908 -1.704 0.904  0.649
C 5.149 -1.938 -0.585  -1.439
C 3.596 -2.364 1.383  -1.173
C 2.396 -1.971 0.567  -0.036
N 1.967 -0.735 0.807  -0.696
C 0.918 -0.331 0.128  -0.717
O 0.379 0.903 0.273  -0.621
C -0.702 0.939 -0.570  1.270
C -1.626 1.972 -0.822  0.314
N -1.587 3.206 -0.286  0.079
C -0.800 3.545 0.873  -0.841
C -1.685 3.442 2.140  -0.945
N -3.094 3.679 1.861  0.018
C -3.893 2.476 1.700  0.038
C -5.395 2.778 1.674  -1.043
O -5.870 3.221 0.425  -0.527
C -3.238 4.653 0.797  -0.800
C -2.653 4.155 -0.544  -0.706
N -2.613 1.695 -1.693  -0.474
C -2.664 0.511 -2.277  -0.582
N -1.848 -0.507 -2.128  -0.528
C -0.857 -0.275 -1.256  -0.016
C 0.213 -1.110 -0.804  0.472
C 0.650 -2.411 -1.053  1.229
C 1.777 -2.841 -0.355  0.541
C 2.287 -4.245 -0.557  -0.752
C 1.746 -4.894 -1.827  -1.043
C 0.234 -4.730 -1.897  -0.961
C -0.091 -3.251 -2.045  -0.716
H 4.846 -0.047 2.290  0.361
H 5.836 0.246 0.858  0.419
H 4.070 0.276 0.745  0.225
H 5.724 -2.178 1.463  0.358
H 5.230 -2.999 -0.808  0.286
H 4.335 -1.519 -1.173  0.273
H 6.076 -1.459 -0.894  0.463
H 3.717 -3.445 1.390  0.469
H 3.416 -2.033 2.407  0.440
H -0.450 4.574 0.740  0.416
H 0.066 2.893 0.956  0.435
H -1.575 2.455 2.593  0.479
H -1.353 4.188 2.870  0.336
H -3.645 1.896 0.794  -0.002
H -3.694 1.843 2.569  0.497
H -5.938 1.872 1.979  0.393
H -5.622 3.576 2.383  0.369
H -5.617 2.578 -0.247  0.340
H -4.293 4.891 0.669  0.429
H -2.720 5.558 1.126  0.384
H -2.252 4.998 -1.118  0.243
H -3.408 3.651 -1.147  0.478
H -3.491 0.370 -2.963  0.470
H 3.377 -4.245 -0.596  0.145
H 1.988 -4.847 0.309  0.366
H 2.020 -5.951 -1.837  0.359
H 2.199 -4.422 -2.702  0.363
H -0.176 -5.288 -2.740  0.395
H -0.217 -5.121 -0.982  0.369
H -1.160 -3.058 -1.941  0.462
H 0.189 -2.910 -3.047  0.348

Forces on atoms 1 to 2 (eV/Å):
C 0.11 -0.15 -0.06
C -0.02 0.06 -0.08

LUMO level in eV: 0.31
Net charge: 0
SMILES string: CC(C)Cc1nc2oc3c(N4CCN(CCO)CC4)ncnc3c2c2c1CCCC2
ΔE to the lowest compared entry with this formula, charge and spin in eV: 2.067

***

No. 2
This record from OMol25 describes a 2-piece molecular cluster, C5H12N3 overall at a distorted geometry. The level of theory is wB97M-V/def2-TZVPD.

Last column: Mulliken charge in e.
Geometry (Å):
C 1.454 -0.796 -0.955  -1.258
C 1.070 -0.593 0.466  -0.339
C 0.694 0.836 0.982  -0.779
C -0.558 1.395 0.153  -0.221
C -1.861 1.025 0.668  -0.366
N -3.957 1.700 -0.444  -0.334
N -3.018 1.412 0.120  0.685
N -2.352 -1.050 0.104  -0.522
H 1.832 0.086 -1.494  0.376
H 2.341 -1.365 -1.019  0.372
H 0.739 -1.359 -1.626  0.287
H 1.860 -0.802 1.228  0.329
H 0.283 -1.203 0.804  0.303
H 0.464 0.989 2.081  0.403
H 1.579 1.663 0.785  0.295
H -0.263 1.149 -0.945  0.299
H -0.497 2.548 0.121  0.373
H -1.867 0.879 1.681  0.387
H -2.013 -0.915 -0.819  0.341
H -1.527 -1.366 0.678  0.369

Forces on atoms 1 to 2 (eV/Å):
C -0.18 0.02 -1.93
C 1.02 2.00 3.20

LUMO level (spin up / spin down) in eV: -6.32 / -6.87
Net charge: +1
ΔE to the lowest compared entry with this formula, charge and spin in eV: 6.654

***

No. 3
This record from OMol25 describes C5H10LuO3 as an isolated structure at a distorted geometry. The level of theory is wB97M-V/def2-TZVPD.

Last column: Mulliken charge in e.
Geometry (Å):
O 2.276 1.321 -0.533  -0.640
C 2.820 0.040 -0.478  -0.233
C 1.751 -1.045 -0.426  -0.511
O 0.898 -0.774 0.702  -0.533
C -0.481 -1.201 0.540  -0.482
C -1.164 -0.117 -0.256  -0.450
O -1.550 0.882 0.780  -0.389
C -2.702 1.616 0.445  -0.796
Lu 0.518 1.399 0.086  1.566
H 3.472 -0.074 0.414  0.294
H 3.452 -0.170 -1.364  0.370
H 2.195 -2.047 -0.314  0.347
H -0.907 -1.514 1.506  0.331
H -0.478 -2.104 -0.089  0.388
H -2.068 -0.481 -0.759  0.424
H -3.605 1.049 0.724  0.287
H -2.676 2.565 0.993  0.283
H -2.745 1.826 -0.638  0.403
H 0.992 -1.171 -1.332  0.341

Forces on atoms 1 to 2 (eV/Å):
O 2.56 -0.07 -0.91
C 1.24 -1.24 -0.63

LUMO level in eV: -4.92
Net charge: +1
ΔE to the lowest compared entry with this formula, charge and spin in eV: 0.000

***

No. 4
This record from OMol25 describes C28H27CoF2N4O2S as an isolated structure at a distorted geometry. The level of theory is wB97M-V/def2-TZVPD.

Last column: Mulliken charge in e.
Geometry (Å):
Co 0.254 0.245 -0.961  0.289
F -1.604 -4.559 -2.650  -0.314
C -1.689 -3.232 -2.662  0.351
C -0.769 -2.487 -1.929  -0.108
C -0.846 -1.110 -1.947  0.993
C -1.857 -0.449 -2.682  -0.697
C -2.777 -1.247 -3.375  0.374
F -3.813 -0.695 -4.018  -0.321
C -2.698 -2.625 -3.387  -0.750
C -1.877 1.014 -2.683  0.905
C -2.695 1.800 -3.501  -0.967
C -2.607 3.176 -3.445  -0.404
C -1.716 3.764 -2.558  -0.979
C -0.943 2.935 -1.769  -0.350
N -1.009 1.604 -1.829  0.213
H 0.000 -3.016 -1.385  0.539
H -3.417 -3.197 -3.951  0.540
H -3.398 1.353 -4.181  0.589
H -3.228 3.783 -4.083  0.478
H -1.635 4.834 -2.481  0.471
H -0.245 3.351 -1.055  0.611
C -0.782 -3.854 3.719  -1.037
O -0.620 -2.523 3.246  -0.174
C -1.518 -2.021 2.376  1.006
C -2.387 -2.789 1.600  -0.697
C -3.302 -2.195 0.753  -0.818
C -3.402 -0.811 0.680  -0.860
C -2.582 -0.028 1.467  -0.524
C -1.628 -0.611 2.300  0.177
N -0.908 0.205 3.180  0.105
C 0.322 0.024 3.616  -0.823
C 1.313 -0.767 2.987  0.775
C 2.294 -1.390 3.778  -0.685
C 3.217 -2.249 3.234  -0.773
C 3.205 -2.504 1.857  -0.694
C 2.324 -1.844 1.038  0.022
C 1.372 -0.929 1.553  0.193
O 0.636 -0.202 0.784  -1.034
H -0.038 -3.976 4.505  0.263
H -0.610 -4.592 2.930  0.378
H -1.780 -3.992 4.142  0.399
H -2.350 -3.864 1.659  0.448
H -3.962 -2.816 0.167  0.526
H -4.140 -0.355 0.040  0.504
H -2.688 1.048 1.462  0.460
H -1.459 0.952 3.596  0.357
H 0.586 0.527 4.540  0.606
H 2.251 -1.237 4.845  0.481
H 3.933 -2.742 3.870  0.453
H 3.900 -3.217 1.443  0.495
H 2.324 -2.004 -0.032  0.435
C 3.058 4.605 -2.137  -1.089
N 2.694 3.207 -2.295  -0.173
C 2.768 2.177 -1.468  0.907
S 2.216 0.653 -2.120  -0.539
N 3.237 2.163 -0.230  -0.033
C 3.889 3.205 0.541  -1.109
H 2.459 5.186 -2.836  0.346
H 4.111 4.769 -2.376  0.370
H 2.851 4.956 -1.130  0.406
H 2.401 2.950 -3.230  0.274
H 3.172 1.261 0.228  0.101
H 4.479 3.851 -0.101  0.410
H 4.558 2.737 1.259  0.337
H 3.156 3.801 1.089  0.365

Forces on atoms 1 to 2 (eV/Å):
Co 0.50 -0.13 0.09
F 0.01 0.06 0.01

LUMO level (spin up / spin down) in eV: -6.19 / -7.59
Net charge: +2
2S+1: 5